i) This record from the Open Molecules 2025 dataset describes an isolated molecule of C18H22ClF2N3O4. The level of theory is the ωB97M-V functional and the def2-TZVPD basis.

XYZ file:
```
50
Properties=species:S:1:pos:R:3
C -3.08 0.44 2.41
N -1.93 -0.43 2.59
C -0.70 0.28 2.95
C 0.12 0.69 1.74
C 1.36 1.51 2.13
C 1.51 2.80 1.34
N 1.64 2.56 -0.09
C 0.62 2.77 -0.96
O -0.50 3.12 -0.65
C 0.98 2.53 -2.39
C 2.16 2.57 -3.05
C 1.85 2.29 -4.42
N 2.63 2.21 -5.50
C 2.01 1.94 -6.62
Cl 2.99 1.82 -8.05
C 0.62 1.74 -6.76
C -0.19 1.82 -5.64
C 0.47 2.11 -4.46
O -0.07 2.26 -3.22
C -2.08 -1.74 2.27
O -3.16 -2.20 1.91
C -0.93 -2.77 2.33
C -1.38 -3.87 3.30
O 0.29 -2.21 2.80
C -0.77 -3.30 0.90
C 0.05 -4.55 0.77
F 0.24 -4.85 -0.54
F 1.32 -4.37 1.31
H -3.94 -0.15 2.11
H -3.31 0.95 3.35
H -2.88 1.19 1.65
H -1.02 1.18 3.48
H -0.11 -0.30 3.65
H 0.42 -0.21 1.19
H -0.51 1.27 1.06
H 1.31 1.78 3.19
H 2.27 0.90 2.03
H 0.62 3.42 1.47
H 2.37 3.37 1.68
H 2.50 2.17 -0.44
H 3.13 2.80 -2.63
H 0.21 1.51 -7.73
H -1.26 1.68 -5.69
H -2.27 -4.39 2.93
H -0.57 -4.59 3.44
H -1.61 -3.44 4.27
H 0.99 -2.84 2.60
H -1.76 -3.52 0.49
H -0.31 -2.52 0.27
H -0.37 -5.42 1.26
```

SMILES string: CN(CCCCNC(=O)c1cc2nc(Cl)ccc2o1)C(=O)[C@](C)(O)CC(F)F
spin multiplicity: 1
gap between HOMO and LUMO: 9.12 eV



ii) This record from the Open Molecules 2025 dataset describes an isolated molecule of C18H22ClF2N3O4. The level of theory is the ωB97M-V functional and the def2-TZVPD basis.

XYZ file:
```
50
Properties=species:S:1:pos:R:3
C -3.38 2.48 -0.77
N -2.31 1.49 -0.80
C -0.96 2.03 -0.84
C -0.56 2.51 -2.24
C 0.87 3.04 -2.32
C 1.96 1.97 -2.43
N 2.00 1.02 -1.33
C 2.58 1.35 -0.15
O 3.16 2.39 0.07
C 2.47 0.27 0.87
C 2.31 -1.07 0.74
C 2.20 -1.56 2.09
N 1.98 -2.80 2.55
C 1.92 -2.90 3.86
Cl 1.63 -4.49 4.51
C 2.06 -1.84 4.77
C 2.27 -0.56 4.29
C 2.33 -0.45 2.91
O 2.50 0.67 2.17
C -2.67 0.18 -0.68
O -3.84 -0.16 -0.55
C -1.58 -0.93 -0.62
C -1.10 -1.02 0.83
O -0.49 -0.62 -1.50
C -2.26 -2.23 -1.07
C -1.42 -3.47 -0.91
F -2.08 -4.54 -1.42
F -0.24 -3.36 -1.64
H -4.33 1.99 -0.97
H -3.43 2.95 0.22
H -3.19 3.25 -1.51
H -0.93 2.88 -0.14
H -0.26 1.30 -0.47
H -0.69 1.68 -2.93
H -1.25 3.29 -2.55
H 0.97 3.68 -3.21
H 1.09 3.68 -1.46
H 1.81 1.40 -3.35
H 2.93 2.45 -2.49
H 1.32 0.28 -1.33
H 2.27 -1.64 -0.17
H 1.99 -2.04 5.83
H 2.37 0.29 4.94
H -1.94 -1.27 1.48
H -0.34 -1.79 0.93
H -0.67 -0.08 1.17
H -0.18 -1.46 -1.87
H -3.18 -2.37 -0.50
H -2.55 -2.15 -2.12
H -1.13 -3.71 0.12
```

SMILES string: CN(CCCCNC(=O)c1cc2nc(Cl)ccc2o1)C(=O)[C@](C)(O)CC(F)F
spin multiplicity: 1
gap between HOMO and LUMO: 9.13 eV



The most stable arrangement is ii), and the next structure is 0.0127 hartree less stable.